C3H8N2O5 in the gas phase, computed with the ωB97M-V functional and the def2-TZVPD basis.

Last columns: bonded neighbours and bond lengths (Å).
Cartesian coordinates (Å):
1 O -0.2011 -0.9883 1.4249  C9 1.391, H13 0.979
2 O 2.3389 -1.4574 0.5157  C8 1.413, H17 0.966
3 O 2.2945 0.5086 -0.6410  C8 1.379, H14 0.969
4 O -2.6154 0.0363 0.6628  C10 1.211
5 O -0.0210 -1.1618 -0.8810  C9 1.407, H18 0.968
6 N -2.2567 1.5160 -1.1107  C10 1.332, H11 1.010, H15 1.181
7 N -0.4774 0.8688 -0.0532  C9 1.453, C10 1.487, H16 1.011
8 C 1.7510 -0.1754 0.4264  O2 1.413, O3 1.379, C9 1.552, H12 1.096
9 C 0.2211 -0.3672 0.2542  O1 1.391, O5 1.407, N7 1.453, C8 1.552
10 C -1.9607 0.7603 -0.0546  O4 1.211, N6 1.332, N7 1.487
11 H -3.2097 1.5310 -1.4438  N6 1.010
12 H 1.9626 0.4117 1.3275  C8 1.096
13 H -1.1802 -0.9798 1.4301  O1 0.979
14 H 2.0700 0.0202 -1.4469  O3 0.969
15 H -1.1085 1.6818 -1.3314  N6 1.181
16 H -0.0625 1.6790 0.3866  N7 1.011
17 H 1.9876 -1.8936 1.3031  O2 0.966
18 H 0.4674 -1.9902 -0.7689  O5 0.968

Results
2S+1 ... 1
HOMO ... -10.217 eV
Gap between HOMO and LUMO ... 10.81 eV
Calculated total energy ... -604.82009 a.u.
E_LUMO ... 0.022 Eh
Energy above the lowest of the compared OMol25 structures with the same formula, charge and spin ... 112.5 kJ/mol
SMILES ... NC(=O)NC(O)(O)C(O)O